{"formula": "C24H58Br2N3O6P2SiTa", "method": "ωB97M-V/def2-TZVPD", "charge": 4, "e_homo_ev": -20.580, "de_lowest_ev": 0.000, "homo_lumo_gap_ev": 8.55, "total_energy_ev": -210647.737, "species": ["Ta", "C", "C", "N", "C", "C", "N", "C", "C", "N", "H", "H", "H", "H", "H", "H", "H", "H", "H", "H", "H", "H", "H", "H", "H", "C", "C", "C", "O", "P", "O", "C", "P", "O", "O", "C", "C", "C", "O", "C", "C", "C", "O", "C", "C", "C", "H", "H", "H", "H", "H", "H", "H", "H", "H", "H", "H", "H", "H", "H", "H", "H", "H", "H", "H", "H", "H", "H", "H", "H", "H", "H", "H", "H", "H", "H", "Br", "C", "Br", "H", "H", "C", "Si", "C", "C", "C", "H", "H", "H", "H", "H", "H", "H", "H", "H", "H", "H"], "positions_angstrom": [[-0.42659, 1.29541, -0.78956], [-1.62207, -0.06861, -3.28144], [-2.62128, -0.12987, -2.11572], [-2.62474, 1.16403, -1.38357], [-3.26767, 2.27510, -2.14160], [-2.54211, 3.55295, -1.78823], [-1.07037, 3.30470, -1.73196], [-0.37192, 3.41973, -3.04298], [-0.58558, 2.16336, -3.86581], [-0.51349, 0.92174, -2.99450], [-2.10562, 0.21774, -4.21240], [-1.18806, -1.05422, -3.43349], [-2.33418, -0.91007, -1.40615], [-3.61946, -0.38322, -2.47674], [-3.13269, 1.05337, -0.50387], [-4.32321, 2.34356, -1.87840], [-3.22093, 2.04950, -3.20360], [-2.84470, 3.88121, -0.79489], [-2.76990, 4.35497, -2.49164], [-0.69057, 4.03650, -1.13558], [0.68575, 3.55799, -2.83120], [-0.71954, 4.29346, -3.59672], [0.16907, 2.09677, -4.64859], [-1.55023, 2.17077, -4.36379], [0.36290, 0.45454, -3.22460], [-2.70004, -2.27638, 4.43177], [-3.26857, -1.12665, 3.64872], [-4.71988, -1.25482, 3.29338], [-2.52728, -1.07630, 2.27735], [-1.14324, -0.76305, 1.75203], [-1.20795, 0.51966, 0.84561], [-0.71295, -2.16288, 0.70947], [0.56887, -1.93329, -0.53325], [0.57992, -0.38532, -0.84320], [1.96050, -2.27223, -0.05317], [2.77121, -3.46364, 0.52032], [3.88494, -2.83911, 1.30773], [1.86962, -4.37538, 1.30351], [0.05269, -2.65659, -1.78227], [0.73733, -3.46295, -2.90425], [0.93551, -4.87378, -2.42675], [1.98282, -2.74670, -3.35644], [-0.00834, -0.62034, 2.77054], [0.46361, 0.59068, 3.55682], [-0.66435, 1.09513, 4.41649], [1.67777, 0.12766, 4.31431], [-3.18895, -2.29693, 5.40724], [-1.62813, -2.17686, 4.60254], [-2.90922, -3.22592, 3.93873], [-3.04135, -0.15966, 4.09089], [-4.91930, -2.19688, 2.78381], [-5.06425, -0.42266, 2.68124], [-5.29523, -1.24731, 4.22060], [-1.62602, -2.49128, 0.20573], [-0.41873, -2.97614, 1.37907], [3.14222, -3.93494, -0.38733], [3.50168, -2.31369, 2.18291], [4.48125, -2.16534, 0.69615], [4.53998, -3.63929, 1.65673], [1.03007, -4.75068, 0.71457], [1.51793, -3.89956, 2.22107], [2.45656, -5.24631, 1.60054], [-0.04151, -3.42473, -3.66273], [1.72342, -4.94534, -1.67672], [1.24401, -5.47892, -3.28106], [0.01159, -5.30116, -2.04063], [2.75547, -2.74242, -2.58698], [1.77653, -1.72110, -3.67156], [2.38607, -3.27319, -4.22250], [0.72330, 1.31928, 2.78610], [-0.98008, 0.33836, 5.13483], [-1.51832, 1.41743, 3.81356], [-0.31383, 1.95971, 4.98163], [1.41480, -0.64952, 5.03147], [2.09029, 0.97130, 4.86853], [2.44903, -0.24678, 3.64266], [-4.08205, 2.31711, 1.85332], [-3.01031, 3.86575, 2.23361], [-1.18004, 3.68830, 1.57889], [-2.94319, 3.98821, 3.30778], [-3.44626, 4.73230, 1.75189], [3.62821, 0.49491, -0.79211], [3.04989, 2.21816, -1.16829], [3.01439, 2.51145, -3.00648], [4.00225, 3.51194, -0.25340], [1.20601, 2.45201, -0.34921], [4.71050, 0.47948, -0.95283], [3.19540, -0.26266, -1.44525], [3.44918, 0.20639, 0.24592], [4.03338, 2.33877, -3.36822], [2.77166, 3.53764, -3.28728], [2.37809, 1.81978, -3.56667], [5.03977, 3.49489, -0.59962], [4.01777, 3.33082, 0.82294], [3.62246, 4.51995, -0.42937], [1.16508, 3.53739, -0.24162], [1.47349, 2.03282, 0.64317]], "lowdin_charge": [1.8026, -0.1093, -0.1330, -0.1515, -0.1218, -0.1340, -0.1880, -0.1389, -0.1109, -0.1228, 0.1371, 0.1203, 0.1041, 0.1571, 0.0701, 0.1525, 0.1207, 0.0900, 0.1537, 0.0729, 0.0888, 0.1554, 0.1456, 0.1206, 0.1137, -0.0177, -0.3306, -0.0243, -0.1659, 0.5077, -0.4624, -0.1721, 0.5253, -0.4030, -0.1616, -0.3153, -0.0118, -0.0285, -0.1778, -0.3231, -0.0093, -0.0204, -0.1517, -0.3597, -0.0280, -0.0092, 0.1184, 0.0808, 0.1051, 0.1141, 0.1053, 0.0536, 0.1192, 0.1028, 0.0921, 0.1360, 0.0893, 0.0898, 0.1195, 0.0845, 0.0966, 0.1229, 0.1478, 0.0759, 0.1204, 0.1052, 0.0851, 0.0790, 0.1194, 0.1079, 0.1045, 0.0506, 0.1175, 0.1074, 0.1136, 0.0815, 0.7270, -0.9224, 0.7519, 0.0244, 0.0242, -0.1714, 0.5097, -0.1626, -0.1508, -0.4076, 0.0680, 0.0155, 0.0364, 0.0683, 0.0503, 0.0199, 0.0655, 0.0540, 0.0548, 0.0184, 0.0253]}

---

{"formula": "C24H58IrP2Si4", "method": "ωB97M-V/def2-TZVPD", "s_squared": 8.7894, "charge": 2, "e_homo_ev": [-12.831, -13.898], "de_lowest_ev": 7.847, "multiplicity": 6, "homo_lumo_gap_ev": [6.07, 4.68], "total_energy_ev": -78729.059, "species": ["P", "P", "C", "C", "H", "H", "H", "H", "C", "H", "H", "H", "C", "H", "H", "H", "C", "H", "H", "H", "C", "H", "H", "H", "Ir", "C", "C", "C", "C", "C", "C", "C", "C", "C", "H", "H", "H", "H", "H", "H", "H", "H", "H", "H", "H", "H", "H", "H", "H", "C", "Si", "C", "C", "Si", "Si", "C", "C", "C", "Si", "C", "C", "C", "H", "H", "H", "H", "H", "H", "H", "H", "H", "H", "H", "H", "H", "H", "H", "H", "H", "H", "H", "H", "H", "H", "H", "H", "H", "H", "H"], "positions_angstrom": [[0.84336, 3.43997, 0.25918], [3.23058, 1.29478, -0.08098], [2.68326, 3.38664, 0.69424], [3.39546, 3.07595, -0.55688], [2.61598, 2.63896, 1.52885], [3.06955, 4.28780, 1.10975], [2.84286, 3.00211, -1.48776], [4.37336, 3.48237, -0.80588], [4.38420, 1.04013, 1.41898], [4.73751, 0.00075, 1.47280], [3.81833, 1.21599, 2.33905], [5.27888, 1.68817, 1.40324], [4.73376, 1.16367, -1.24091], [5.58409, 1.82420, -0.96590], [4.42410, 1.45572, -2.26345], [5.04812, 0.11979, -1.31120], [0.30873, 4.88648, 1.21927], [-0.79349, 4.80682, 1.17542], [0.67969, 5.82501, 0.75404], [0.70553, 4.66920, 2.23120], [0.77645, 4.04438, -1.48221], [1.31975, 3.40041, -2.20841], [1.22492, 5.04929, -1.51082], [-0.27459, 4.07093, -1.82839], [0.25544, 1.52744, 0.45273], [3.20049, -2.25257, -2.14687], [3.17511, -2.17702, -0.81772], [2.04087, -1.29193, -0.14866], [0.99152, -0.28954, -0.74965], [3.22015, 1.00152, -3.82835], [2.74968, -0.16130, -4.22514], [1.54594, -0.95473, -3.74357], [1.98447, -2.25688, -2.99858], [-1.35639, 1.99907, -0.71823], [4.14493, -2.38072, -2.70847], [4.07516, -2.19574, -0.21634], [2.46542, -0.74622, 0.70208], [1.37637, -1.95973, 0.39218], [1.42382, 0.36527, -1.51662], [0.21994, -0.90013, -1.25377], [2.85675, 2.04198, -3.71198], [3.32423, -0.63910, -5.04225], [0.93936, -1.37117, -4.56978], [0.86024, -0.34908, -3.11923], [1.10904, -2.69583, -2.50643], [2.23799, -3.01094, -3.75963], [-2.22008, 1.33785, -0.56712], [-0.95973, 1.80606, -1.72664], [-1.70785, 3.03852, -0.61941], [0.52056, -3.55897, 1.83013], [-0.96137, -2.43872, 2.23937], [-2.28507, -3.75254, 2.62398], [-0.50778, -1.41991, 3.76798], [-1.60597, -0.59429, 0.89045], [-2.84530, -1.88084, -0.77817], [-4.39313, -2.80281, -0.14840], [-3.46812, -0.88798, -2.27772], [-1.73406, -3.24223, -1.51976], [-3.45780, 0.43872, 1.97790], [-4.42527, -0.63240, 3.18272], [-2.45905, 1.78643, 2.82889], [-4.54047, 1.52608, 0.83308], [0.28593, -4.61797, 2.01375], [1.39040, -3.29576, 2.44883], [0.84174, -3.52917, 0.78430], [-1.90291, -4.42049, 3.41379], [-3.23748, -3.33876, 2.97582], [-2.48946, -4.38752, 1.75079], [-0.15221, -0.41648, 3.49114], [-1.35187, -1.30292, 4.45965], [0.30926, -1.92787, 4.30119], [-5.13221, -2.12241, 0.29492], [-4.88810, -3.29519, -1.00219], [-4.17692, -3.59255, 0.58163], [-2.76972, -0.09432, -2.57167], [-3.58817, -1.55355, -3.14867], [-4.45044, -0.42983, -2.09719], [-1.02833, -2.83332, -2.25619], [-1.16140, -3.79672, -0.76490], [-2.35168, -3.98256, -2.05449], [-3.81886, -0.90179, 4.05977], [-5.28758, -0.04540, 3.53870], [-4.81559, -1.56160, 2.74276], [-1.51462, 1.99278, 2.28948], [-3.04351, 2.71747, 2.82292], [-2.18235, 1.55855, 3.86410], [-3.96362, 2.39755, 0.47451], [-4.94596, 0.98999, -0.03754], [-5.37478, 1.89474, 1.45851]], "lowdin_charge": [0.5862, 0.9577, -0.4509, -0.3910, 0.0349, 0.0992, 0.0238, 0.1133, -0.2133, 0.0531, 0.0349, 0.0718, -0.2389, 0.0723, -0.0128, 0.0386, -0.2001, 0.0517, 0.0827, 0.0680, -0.2073, 0.0438, 0.0809, 0.0539, 0.9616, -0.1222, -0.0533, -0.2931, -0.3778, 0.0947, -0.1832, -0.1853, -0.1952, -0.2900, 0.1288, 0.0975, 0.0345, 0.0177, -0.0144, 0.0177, 0.0620, 0.1259, 0.1228, 0.0705, 0.0911, 0.1252, -0.0594, 0.0442, 0.0284, -0.1998, 0.4063, -0.1962, -0.2073, 0.5463, 0.4635, -0.1809, -0.1839, -0.1804, 0.4074, -0.1808, -0.2273, -0.1911, 0.0518, 0.0488, 0.0058, 0.0576, 0.0182, 0.0304, 0.0093, 0.0380, 0.0504, 0.0311, 0.0615, 0.0200, 0.0192, 0.0599, 0.0379, 0.0168, 0.0273, 0.0637, 0.0370, 0.0554, 0.0258, -0.0476, 0.0516, 0.0457, 0.0271, 0.0246, 0.0553]}